Record 1
A structure of composition C33H71N10O8Tl in a non-equilibrium geometry, computed with the ωB97M-V functional and the def2-TZVPD basis.

XYZ file:
```
123
Properties=species:S:1:pos:R:3:forces:R:3
Tl -2.912 1.227 -0.559 1.2486 -1.9543 1.1374
O -0.307 1.150 2.362 -0.7603 0.3753 0.2669
O -2.675 0.722 -2.724 1.2448 -1.0494 -1.8681
O -3.749 2.295 1.304 0.8484 -0.6724 0.7665
O -5.000 -0.236 -0.525 0.2089 1.6374 0.2447
O -4.277 2.525 -1.532 -0.1884 0.1915 0.4528
O -1.765 -0.508 0.202 -1.1081 2.1043 0.5451
O -1.157 2.718 -0.780 -2.5438 -0.1904 -0.1290
O -1.909 -0.798 3.651 0.3882 0.6931 -0.4000
N 1.931 1.068 2.321 2.3401 -0.9501 -0.4639
N -4.927 -2.378 0.226 0.5547 0.2429 1.2859
N -3.403 2.545 3.526 0.7574 -0.0017 0.6683
N -6.349 3.123 -2.035 1.8875 -0.7596 0.3886
N 5.627 -2.585 -0.419 -1.2929 0.0841 -0.1583
N -1.935 -2.944 4.345 -0.6914 0.4848 0.1110
N 4.199 1.599 -0.937 -0.9088 0.3054 0.2472
N -1.358 -2.859 -2.725 -0.3899 0.3522 -0.2689
N -1.749 -0.368 -4.570 -2.8418 0.4343 2.5434
N 0.519 3.839 0.181 -0.1277 -0.6461 -1.0474
C -0.381 4.644 1.025 -0.3930 -1.8254 -0.5510
C 0.731 0.685 1.914 -0.9521 -0.0373 -0.9867
C 8.903 -1.407 -0.634 -1.6690 1.7809 -1.3743
C 0.750 -2.564 0.101 0.3200 -0.5182 0.2368
C 3.210 0.415 1.796 -1.9623 1.3239 -0.5301
C -5.489 2.587 -1.197 -0.3943 -0.3565 -0.4353
C 0.954 -3.931 -2.031 -1.6784 0.2794 -0.1568
C 7.554 0.185 -4.252 -1.1295 1.2987 -0.5297
C -3.249 1.876 2.409 0.0152 -0.2100 -0.3422
C -0.709 -3.298 3.658 0.7515 -0.5844 1.6191
C 10.327 -1.779 -0.799 0.7759 1.4573 -0.7021
C -2.351 -1.666 4.375 -0.0241 -0.6973 -0.5051
C 5.140 1.335 -1.528 -0.3161 -0.1273 0.1204
C 0.041 2.851 -0.594 0.7256 1.7445 1.0470
C -7.691 3.312 -1.618 -1.3877 0.3695 -1.1666
C 2.042 1.773 3.573 0.2063 -2.0453 1.0113
C -2.629 -3.888 5.169 0.9614 -0.5937 1.4631
C -3.109 -1.010 -4.823 1.2288 -1.3779 0.4579
C 1.923 3.971 0.506 -0.0906 -1.1626 0.6936
C 6.367 1.016 -2.191 0.0238 -0.5034 -0.4910
C -1.690 0.334 -3.428 0.8236 0.0984 0.4352
C -4.035 -2.062 1.325 -0.0440 0.6431 -0.4709
C -0.312 -3.277 -2.518 1.3279 -0.8674 0.1253
C 6.735 -2.560 -0.154 1.6379 -0.0967 -0.2286
C 0.826 -3.938 -0.530 0.0614 -0.8410 0.9888
C -3.978 3.906 3.543 -2.2986 -0.8648 0.8663
C 6.189 0.618 -3.686 1.3258 1.4997 0.6025
C -5.009 -3.732 -0.261 -0.9005 0.0504 -1.4372
C 8.192 -2.510 0.098 -1.1025 -0.5626 0.1496
C -5.831 3.539 -3.335 -1.6641 1.0357 -0.5024
C -2.806 2.027 4.816 0.1568 1.9407 -0.3691
C -5.247 -1.424 -0.616 -0.4470 -0.9480 -1.1910
C -0.541 -0.777 -5.218 0.6616 -0.2191 0.4124
H -6.615 3.439 -4.106 0.1952 -0.0672 0.4699
H -2.427 0.999 4.732 -0.4842 0.4519 -0.0896
H -1.958 2.720 5.032 -0.3517 -0.6788 -0.0687
H -4.102 -1.007 1.567 0.1520 0.1265 -0.3203
H -3.544 2.248 5.612 0.2958 -0.7222 -0.4127
H 2.555 1.035 4.278 -1.0986 0.9708 -0.2788
H 10.782 -1.978 0.116 0.7986 -0.6563 1.7731
H -3.028 -2.339 1.071 0.4990 0.0959 -0.1422
H -4.973 2.992 -3.639 0.5943 -0.6270 0.0800
H -2.958 -1.732 -5.638 -0.3283 0.9177 -0.4405
H 5.828 1.562 -4.163 0.2801 -0.9066 -0.0813
H 1.676 -4.513 -0.199 0.7922 0.2214 0.3899
H -0.674 -2.832 2.704 0.2080 0.4557 -0.7239
H -3.173 -1.459 5.073 -0.0774 -0.1723 0.1468
H -2.631 0.935 2.517 -0.8052 0.9355 -0.1912
H 0.139 -2.991 4.323 -0.3877 0.0346 -0.8350
H 2.718 2.576 3.536 0.8056 1.3096 -0.4271
H 1.013 -4.967 -2.412 0.1511 0.7203 -0.1380
H -5.764 -1.847 -1.496 -0.1133 0.3909 0.0043
H 6.823 0.230 -1.583 0.2095 0.0765 -0.2552
H -0.612 0.551 -3.116 -1.3783 0.0028 -0.2262
H -3.300 -3.356 5.839 -0.2071 -0.0131 -0.1196
H 10.420 -2.641 -1.436 0.0868 -0.3400 -0.3169
H 7.472 0.032 -5.334 0.3129 0.4565 0.1595
H -1.329 4.833 0.495 0.5548 0.2160 0.3713
H -4.301 -2.545 2.211 -0.7234 -1.2197 1.3351
H 6.932 1.941 -2.106 0.5874 -0.0942 -0.1503
H 1.926 4.064 1.624 0.7564 0.3212 -1.1029
H 3.500 -0.466 2.389 -0.0267 0.3974 -0.3504
H 0.982 -2.641 1.146 0.0872 -0.0987 0.7079
H 8.244 -2.308 1.160 0.5168 -0.3881 0.4094
H 3.958 1.207 1.715 0.1602 -0.2666 0.6407
H 8.222 0.977 -3.944 0.6285 0.2100 -0.6326
H -5.571 4.590 -3.289 0.1367 0.2544 -0.0440
H 1.494 -1.893 -0.287 0.4666 0.3508 -0.4864
H -1.780 -0.310 1.182 0.3665 -0.3529 -1.1901
H 0.620 -0.029 1.069 0.7553 0.1427 0.2639
H 8.615 -0.396 -0.196 0.9982 -1.1901 -0.0536
H -5.118 3.804 3.390 1.8099 0.4178 -0.0984
H -7.915 4.384 -1.573 -0.2208 -0.2355 -0.1596
H 5.477 -0.141 -3.825 -1.1619 -0.9441 0.0496
H 0.325 -0.554 -4.557 -0.5301 -0.4035 -0.4587
H -4.352 -4.398 0.226 1.0036 -0.3996 0.6771
H -0.210 -2.090 0.028 -0.5953 0.1626 -0.3020
H 1.045 2.104 3.863 0.2830 -0.2041 0.3537
H -4.713 -3.637 -1.312 -0.1658 -0.8631 0.1378
H 2.448 3.071 0.217 0.0308 -0.4981 0.2193
H -8.348 2.783 -2.340 0.0602 0.5441 0.5160
H 0.663 2.186 -1.151 1.4608 -0.2059 0.0666
H -3.339 -1.773 -4.012 0.2916 1.5140 -0.3329
H -5.923 2.134 -0.283 0.5865 0.4141 -0.2962
H 2.422 4.705 -0.099 0.0164 1.0831 0.3639
H -6.004 -4.184 -0.176 0.0497 0.3468 -0.0300
H 0.032 -4.590 -0.159 -0.5089 0.2503 -0.3631
H -3.900 -0.254 -4.939 0.4844 -0.5037 -0.1766
H -0.591 -1.821 -5.497 0.1289 -0.3266 0.3153
H -7.835 2.903 -0.639 -0.0719 -0.2847 0.4934
H -3.531 4.627 2.878 0.1545 -0.2590 -0.6370
H -1.892 -4.381 5.846 -0.5642 -0.0085 -0.5187
H -0.588 -4.387 3.563 -0.4821 0.3237 -0.0766
H -3.185 -4.626 4.607 -0.0536 -0.2320 -0.1927
H 8.654 -3.484 -0.164 -0.4636 0.4421 0.3903
H -0.545 3.971 1.872 -0.5203 0.2938 0.3035
H 7.963 -0.711 -3.874 0.0483 -1.1937 0.8109
H -0.418 -0.233 -6.118 0.2176 0.6595 -1.0119
H 8.516 -1.278 -1.668 -0.1387 -0.4178 0.4756
H -3.867 4.322 4.547 0.0993 -0.2695 -0.0362
H 1.829 -3.320 -2.217 0.1072 -0.0802 -0.7478
H 0.162 5.491 1.382 0.0307 0.7641 -0.1305
H 10.924 -0.956 -1.197 -0.1163 -0.0978 -0.3401
H 3.004 0.262 0.727 0.1411 -0.8186 0.4799
```
Positions in Å, forces in eV/Å.

Frontier orbital gap: 8.7851 eV
Energy relative to the best compared isomer or geometry (same formula, charge and spin): 0.0 kJ/mol
Charge: +2
Highest occupied orbital energy: -13.20 eV

Results of the Mulliken charge analysis, in e, for atoms 1 through 4: number 1, Tl, carries 3.129; number 2, O, carries -0.544; number 3, O, carries -0.929; number 4, O, carries -0.871

=====

Record 2
A cluster of 5 separate species, C33H71N5O17S4 in total in a non-equilibrium geometry, computed with the ωB97M-V functional and the def2-TZVPD basis.

XYZ file:
```
130
Properties=species:S:1:pos:R:3:forces:R:3
S 1.964 -5.127 1.564 0.3629 -0.6331 0.2330
S 3.810 -4.107 -3.950 0.2886 0.6856 -0.0756
S 1.837 6.041 -4.874 0.6598 -0.4991 0.2830
S -6.552 -2.707 -1.763 -0.1858 0.3037 -0.4911
O 3.726 5.892 0.634 -0.6476 0.3628 1.2851
O -5.838 -3.932 -2.011 -0.4711 0.3914 0.4563
O 3.241 2.630 -0.204 -6.2140 -1.6203 -0.3313
O 1.724 6.087 -6.310 -0.2251 0.3954 0.6104
O 0.764 6.470 -4.014 0.2256 0.0428 -0.5916
O 2.919 -4.480 0.703 -0.7085 -0.0204 0.2786
O -6.812 -2.236 -0.427 0.1912 -0.5083 -0.4843
O 2.159 -6.727 1.448 -0.0195 0.9590 0.6638
O 5.409 -3.961 -4.147 -0.7966 0.3637 0.2096
O 3.230 -4.569 -5.183 0.1694 -0.1541 0.6923
O -7.940 -2.728 -2.592 0.9322 0.3729 0.1272
O 0.557 -4.820 1.507 0.5732 0.0572 -0.3272
O 3.195 6.801 -4.430 -0.4788 -0.7207 -0.1401
O 1.302 -0.757 -0.185 0.9952 0.2008 -0.1565
O -4.356 -0.322 5.212 1.1702 1.3862 -0.1116
O 2.005 1.823 -1.945 -1.7124 0.6376 3.7280
O 3.550 -4.764 -2.694 0.1407 -0.0917 -0.7646
N -1.066 1.792 1.261 0.3400 0.9258 -0.0620
N 0.252 -0.237 0.476 -3.0365 0.7129 1.9835
N -2.607 3.957 4.103 -1.9513 -0.8355 -3.4210
N 0.275 3.367 0.423 -4.3983 2.3701 2.2649
N 0.807 2.172 0.099 -0.1621 -2.0431 0.4108
C 3.844 -0.965 2.811 -1.1004 -0.3584 -0.5316
C 2.512 -4.956 3.238 -0.0146 -0.2112 0.0312
C 1.565 -7.404 0.341 -0.2510 -0.5600 -1.0486
C 3.409 8.135 -4.886 0.0296 0.9329 -0.1435
C 6.144 -5.973 -5.306 -0.2658 -0.1258 -0.1527
C -4.509 0.809 4.320 -0.7340 1.3096 -0.1473
C -1.946 4.355 1.734 -0.9601 -0.5368 -0.8532
C -0.801 -1.149 1.073 -0.0732 -1.5553 -0.5748
C -9.604 -3.727 -1.122 0.1247 0.0513 0.3066
C 1.364 5.364 1.493 0.3017 0.8627 0.3748
C 3.452 -2.381 -3.772 0.1676 0.0056 0.0076
C 0.718 4.770 0.147 1.3005 0.7993 -0.0199
C 2.525 -0.787 0.598 2.1497 -0.6541 1.5403
C -4.200 -1.627 2.120 0.3894 0.7374 1.0371
C 6.217 -5.132 -4.045 0.4969 -0.8278 -0.1319
C 2.343 -0.863 2.187 0.4578 -1.4573 -0.0609
C 2.051 2.186 -0.719 7.2617 0.8415 -3.2885
C -5.599 -0.992 2.619 -0.0677 -0.2012 -0.6576
C 2.596 9.135 -4.086 -0.3321 0.0176 0.0575
C -2.237 -1.016 0.355 -0.6993 0.7454 0.7492
C 2.534 6.464 1.209 -0.2441 -0.5763 1.9251
C 0.009 1.080 0.608 -0.3151 6.7706 -0.1593
C -5.772 -1.403 -2.673 -0.1277 0.0323 -0.1044
C 3.870 -1.423 4.348 1.2869 0.1217 -0.0633
C -8.821 -3.836 -2.417 -0.7172 -0.7138 0.3029
C 2.328 4.411 -4.392 0.1090 0.1302 0.0768
C -5.516 0.541 3.088 -0.5032 -0.2460 0.9070
C -0.951 3.251 1.175 3.9167 -5.9472 -2.0549
C 4.553 5.267 1.654 0.8508 -0.1185 0.1698
C -3.359 -0.466 1.391 0.0272 -0.7011 -0.3316
C -3.131 -0.134 5.988 0.5443 -0.1422 0.2312
C -2.967 3.797 2.842 1.9561 0.6809 1.5492
C 2.376 -7.213 -0.927 0.0189 0.3455 -0.0574
H 5.549 5.014 1.134 -1.7626 0.0851 0.7984
H 7.246 -4.795 -3.898 -0.2339 0.2740 0.0508
H 2.830 6.844 2.266 -0.6096 -0.3648 -1.5671
H -5.294 1.284 2.239 -0.1532 -1.2258 1.2441
H 4.340 0.044 2.609 -0.4407 -1.4505 0.5552
H 2.754 8.994 -3.014 0.0912 0.0239 -0.1045
H -8.272 -4.781 -2.469 0.1298 0.1670 0.0033
H 1.718 -0.028 2.651 1.0015 -0.9551 -0.7051
H 4.472 8.348 -4.751 -0.0669 -0.3539 0.0386
H 2.134 7.378 0.652 0.7346 -1.5047 0.2295
H 3.211 -0.801 5.045 0.6979 -0.9536 -1.1322
H 3.936 -2.012 -2.869 -0.0377 -0.0566 -0.0772
H -9.518 -3.822 -3.259 0.2894 0.2291 -0.0633
H 0.529 -7.082 0.199 0.0996 0.1225 0.1560
H 5.150 -6.407 -5.431 0.0809 0.0252 0.0200
H -2.325 -0.783 5.480 -0.9970 1.0024 1.0186
H 1.823 -1.875 2.428 0.5965 1.6967 -0.3355
H 1.527 9.013 -4.275 0.0857 0.0159 -0.0070
H 1.540 -8.466 0.596 0.0680 0.2105 0.3408
H -8.948 -3.835 -0.256 -0.0529 -0.0140 -0.0681
H 3.816 -1.854 -4.653 -0.0194 -0.0888 0.0610
H 3.426 -7.462 -0.756 -0.1085 -0.0576 0.0042
H 2.590 4.420 -3.334 -0.0152 -0.0563 -0.0779
H -6.572 0.818 3.476 1.6352 -0.4853 -0.6942
H 0.604 5.921 2.168 0.9716 -0.9379 -1.2525
H 6.867 -6.791 -5.266 0.0082 0.0998 0.0516
H 4.957 -1.277 4.722 -1.7307 -0.2320 -0.5124
H 1.509 4.863 -0.671 -1.0996 -0.6582 1.0797
H -3.490 1.238 3.979 -1.4564 -1.0520 0.3355
H 3.197 8.218 -5.956 -0.0622 -0.1743 0.0734
H -4.813 -1.192 -2.201 -0.0944 -0.1311 0.0737
H -3.396 3.569 4.650 0.5068 0.2331 0.0821
H -2.854 0.145 2.233 -0.8628 -0.7135 -1.7569
H 4.822 5.983 2.519 -0.6058 -0.7138 -1.3323
H -6.408 -0.519 -2.637 0.0205 -0.0996 0.0270
H 1.484 3.742 -4.560 -0.0011 0.1467 0.0184
H -0.213 5.338 -0.218 1.4321 -0.8713 0.6822
H -2.235 -0.284 -0.542 0.4483 -1.2863 1.4472
H -0.865 -1.036 2.221 0.0742 0.2060 -1.8258
H 3.675 -2.557 4.467 0.0347 1.9922 -0.1944
H -5.994 -1.593 3.522 0.4718 0.8870 -1.6277
H -0.441 -2.227 0.885 -0.1823 1.8009 0.2754
H 6.344 -5.363 -6.190 0.0667 -0.0337 0.1136
H -3.949 3.338 2.488 1.3703 0.5356 0.4537
H -10.087 -2.750 -1.042 -0.0098 -0.1056 -0.0876
H -4.080 0.192 0.770 1.1185 -0.9397 1.1487
H 3.177 4.103 -5.001 -0.0691 0.0840 0.0544
H 1.774 4.515 2.164 -0.5226 1.2822 -1.4077
H 2.871 10.158 -4.355 0.0634 -0.0903 -0.0045
H 3.521 -5.360 3.321 -0.0791 0.0288 -0.0626
H -5.621 -1.732 -3.700 -0.0392 -0.0111 0.1050
H 2.514 -3.895 3.484 -0.0795 -0.0782 -0.1854
H -6.334 -1.050 1.709 1.1526 0.0593 1.8722
H -2.774 0.963 5.999 -0.6213 -1.6101 -0.1323
H 4.372 -1.783 2.184 -0.6288 1.4182 1.0337
H -3.622 -1.937 3.076 -0.8034 0.4221 -1.5395
H 4.064 4.342 2.130 0.7226 1.1916 -1.0220
H -2.583 -2.038 -0.016 0.6165 1.3385 0.4080
H 5.941 -5.718 -3.162 -0.1340 0.1522 -0.0286
H 1.824 -5.492 3.891 0.0418 0.0256 -0.0934
H 3.081 -1.756 0.290 -1.2117 1.4725 0.3358
H -5.001 1.654 4.949 0.8093 -1.0285 -0.9065
H 1.988 -7.842 -1.732 -0.0150 -0.0095 0.1092
H -4.318 -2.588 1.500 -0.1109 1.6128 0.7047
H -2.604 4.685 0.838 1.1542 -0.5235 1.2523
H 2.340 -6.176 -1.263 0.0258 -0.1451 -0.0146
H -3.271 -0.427 7.099 0.0191 0.1864 -1.9697
H -10.368 -4.507 -1.067 0.0500 0.0485 -0.0936
H 3.263 0.065 0.379 -1.5433 -0.7862 -0.0806
H 2.371 -2.269 -3.692 0.0740 -0.1414 0.0019
H -1.449 5.299 2.130 -0.3280 -1.6296 -0.4522
```
Positions in Å, forces in eV/Å.

Frontier orbital gap: 8.5148 eV
Highest occupied orbital energy: -8.26 eV

Results of the Mulliken charge analysis, in e, for atoms 1 through 4: number 1, S, carries 1.250; number 2, S, carries 1.088; number 3, S, carries 1.244; number 4, S, carries 1.216